1.
The following is a quantum chemistry calculation of C17H28HfNO3PS as an isolated structure, from the OMol25 dataset.

```
52
Properties=species:S:1:pos:R:3
Hf 0.588 1.085 0.622
C 1.144 0.197 -1.275
O 1.573 -0.502 -2.121
C 1.461 0.281 2.375
O 1.846 -0.349 3.337
C -1.321 2.174 0.604
O -2.248 2.889 0.757
C -0.459 -2.332 -0.042
P -1.278 -0.653 0.102
H -3.202 -1.371 -1.076
H 0.097 -2.246 -0.991
C -2.406 -0.940 1.548
H -2.616 -2.016 1.449
C -1.482 -3.473 -0.173
H -2.342 -3.230 -0.807
H -1.850 -3.810 0.807
H -0.974 -4.331 -0.638
C 0.566 -2.627 1.066
H 0.079 -2.858 2.024
C -3.038 0.684 -1.734
H 1.277 -1.804 1.250
H 1.159 -3.508 0.765
C -1.640 -1.244 -2.618
H -2.546 1.129 -2.610
H -4.098 0.578 -2.029
H -2.960 1.401 -0.905
C -2.401 -0.681 -1.400
H -2.208 -1.033 -3.541
H -1.496 -2.339 -2.589
H -0.656 -0.747 -2.692
C -3.758 -0.216 1.422
H -3.651 0.875 1.395
H -4.389 -0.475 2.286
H -4.301 -0.543 0.524
C -1.677 -0.721 2.890
H -0.745 -1.300 2.963
H -2.328 -1.030 3.725
H -1.411 0.332 3.067
H -0.667 1.547 -2.039
H -0.638 2.312 -2.240
S 1.568 3.258 -0.399
C 3.267 2.899 -0.235
N 3.872 2.370 -1.353
C 5.181 1.994 -1.417
C 5.997 2.201 -0.325
C 5.445 2.765 0.830
C 4.102 3.170 0.862
H 3.269 2.247 -2.166
H 5.514 1.545 -2.346
H 7.047 1.935 -0.371
H 6.085 2.877 1.710
H 3.653 3.632 1.751
```

**Orbital gap**: 5.705 eV
**Charge**: +4
**HOMO level**: -22.62 eV

These are the natural (NBO) partial charges, in e, on atoms 1 to 5:
1 Hf 1.452
2 C 0.435
3 O -0.254
4 C 0.392
5 O -0.113

---

2.
The following is a quantum chemistry calculation of a 3-piece molecular cluster, C17H28IN3O overall, from the OMol25 dataset.

```
50
Properties=species:S:1:pos:R:3
I -5.735 -2.350 -1.770
C -2.633 -1.836 3.113
N -1.809 -0.734 3.650
C -1.504 0.268 2.805
C -0.569 1.255 3.146
C 0.057 1.232 4.433
C -0.296 0.176 5.296
C -1.201 -0.805 4.829
C 1.156 2.226 4.788
C 1.063 3.614 4.455
C 2.062 4.467 4.778
N 3.268 4.061 5.345
C 3.456 2.726 5.506
C 2.417 1.826 5.196
C 4.331 5.148 5.581
H -2.029 -2.506 2.500
H -3.477 -1.482 2.520
H -2.970 -2.362 4.007
H -2.096 0.250 1.902
H -0.410 2.067 2.453
H 0.175 -0.070 6.236
H -1.300 -1.686 5.445
H 0.218 4.087 3.977
H 1.842 5.523 4.729
H 4.454 2.466 5.826
H 2.644 0.780 5.338
H 5.176 4.670 6.077
H 3.937 5.879 6.288
H 4.591 5.670 4.660
C -1.330 -1.495 -3.930
N -1.069 -1.937 -5.413
C -2.066 -3.051 -5.913
C -1.300 -0.618 -6.264
C 0.344 -2.559 -5.597
C 0.812 -3.086 -6.919
O 0.650 -2.136 -7.967
H -2.303 -1.007 -3.874
H -0.612 -0.817 -3.467
H -1.454 -2.393 -3.326
H -3.040 -2.571 -5.817
H -2.074 -4.045 -5.465
H -1.948 -3.064 -6.996
H -1.537 -0.857 -7.300
H -0.378 -0.039 -6.202
H -2.085 0.054 -5.916
H 0.388 -3.372 -4.872
H 1.046 -1.844 -5.168
H 0.226 -3.968 -7.176
H 1.872 -3.277 -6.750
H 1.037 -2.477 -8.776
```

**Orbital gap**: 1.529 eV
**Charge**: +2
**HOMO level**: -9.26 eV

These are the natural (NBO) partial charges, in e, on atoms 1 to 5:
1 I -0.877
2 C -0.419
3 N -0.246
4 C 0.095
5 C -0.194

---

3.
The following is a quantum chemistry calculation of C17H28N4O2ReSSi as an isolated structure, from the OMol25 dataset.

```
54
Properties=species:S:1:pos:R:3
Re -0.377 -0.235 -0.403
N 1.722 0.377 0.502
C 2.034 -0.433 1.697
C 3.448 -1.026 1.684
C 3.684 -2.069 0.569
C 4.188 -3.414 1.117
N 3.168 -4.086 1.898
C 2.212 -4.893 1.448
N 2.272 -5.464 0.240
N 1.172 -5.146 2.237
C 0.993 -1.590 1.821
O 1.150 -2.442 2.671
O 0.062 -1.549 0.959
H 2.396 0.172 -0.240
H 1.790 1.371 0.717
H 1.911 0.186 2.591
H 3.601 -1.488 2.660
H 4.162 -0.204 1.603
H 4.427 -1.706 -0.139
H 2.760 -2.254 0.012
H 5.054 -3.252 1.763
H 4.507 -4.052 0.293
H 2.971 -3.666 2.800
H 3.125 -5.485 -0.293
H 1.580 -6.153 -0.014
H 0.979 -4.518 3.007
H 0.460 -5.803 1.965
C -2.216 5.352 -0.853
Si -0.519 4.695 -1.455
C 0.803 5.052 -0.098
C -0.097 5.400 -3.167
C -0.542 2.828 -1.370
C -0.482 1.624 -1.124
H -2.172 6.426 -0.697
H -2.506 4.881 0.080
H -2.976 5.148 -1.599
H 0.860 6.119 0.092
H 1.782 4.710 -0.418
H 0.547 4.553 0.833
H 0.171 6.449 -3.072
H -0.945 5.334 -3.842
H 0.736 4.881 -3.630
S -1.951 -1.327 -1.611
C -3.573 -0.737 -1.316
C -4.626 -1.452 -1.895
C -5.930 -1.082 -1.622
C -6.181 0.020 -0.813
C -5.128 0.728 -0.240
C -3.822 0.361 -0.489
H -4.409 -2.297 -2.533
H -6.752 -1.648 -2.036
H -7.198 0.337 -0.640
H -5.338 1.566 0.404
H -2.985 0.902 -0.052
```

**Orbital gap (spin up / spin down)**: 5.740 / 6.454 eV
**Charge**: +2
**2S+1**: 2
**HOMO level (spin up / spin down)**: -14.08 / -14.21 eV
**Energy relative to the best compared isomer or geometry (same formula, charge and spin)**: 0.1401 eV

These are the natural (NBO) partial charges, in e, on atoms 1 to 5:
1 Re 1.170
2 N -0.836
3 C -0.172
4 C -0.418
5 C -0.431

---

4.
The following is a quantum chemistry calculation of a 7-piece molecular cluster, C17H28O17 overall, from the OMol25 dataset.

```
62
Properties=species:S:1:pos:R:3
O 4.101 1.343 -0.163
C 3.648 2.400 0.193
O 2.887 2.585 1.257
C 2.264 3.914 1.080
C 3.340 4.673 0.236
O 3.864 3.506 -0.556
H 1.376 3.764 0.451
H 2.020 4.210 2.089
H 4.168 5.076 0.827
H 2.879 5.325 -0.497
O -3.609 -3.881 1.719
C -2.823 -3.493 2.502
O -1.514 -3.557 2.284
C -0.795 -2.864 3.277
C -1.921 -2.477 4.294
O -3.150 -2.901 3.685
H -0.059 -3.545 3.665
H -0.322 -2.016 2.888
H -2.029 -1.405 4.425
H -1.768 -2.979 5.227
O 0.909 4.684 -1.744
C -0.077 4.116 -2.147
O -0.576 2.985 -1.571
C -1.752 2.558 -2.278
C -1.937 3.649 -3.375
O -0.852 4.556 -3.142
H -1.634 1.538 -2.680
H -2.651 2.471 -1.631
H -2.886 4.156 -3.368
H -1.790 3.338 -4.443
O -2.487 -0.501 -2.398
C -2.232 -1.658 -2.178
O -1.670 -2.428 -3.170
C -1.533 -3.750 -2.636
C -1.720 -3.573 -1.114
O -2.393 -2.326 -1.073
H -2.236 -4.434 -3.118
H -0.564 -4.065 -2.902
H -0.789 -3.475 -0.587
H -2.375 -4.268 -0.690
O 1.399 -2.622 0.243
C 1.555 -1.862 -0.661
O 1.839 -0.576 -0.674
C 1.759 -0.100 -2.017
C 1.852 -1.346 -2.915
O 1.389 -2.315 -2.012
H 0.856 0.461 -2.138
H 2.767 0.471 -2.067
H 2.909 -1.630 -3.160
H 1.331 -1.301 -3.879
C 2.203 -0.295 3.376
O 3.242 -1.217 3.045
H 1.368 -0.428 2.680
H 1.775 -0.548 4.338
H 2.531 0.746 3.201
H 2.854 -1.891 2.437
C -2.062 0.888 1.241
O -2.245 -0.386 1.886
H -3.014 1.522 1.307
H -1.253 1.393 1.763
H -1.818 0.792 0.168
H -2.547 -1.008 1.201
```

**Orbital gap**: 10.401 eV
**SMILES**: O=C1OCCO1.O=C1OCCO1.O=C1OCCO1.O=C1OCCO1.O=C1OCCO1.CO.CO
**HOMO level**: -9.98 eV
**Energy relative to the best compared isomer or geometry (same formula, charge and spin)**: 0.0000 eV

These are the natural (NBO) partial charges, in e, on atoms 1 to 5:
1 O -0.612
2 C 0.964
3 O -0.489
4 C -0.111
5 C -0.108

---

| no. | E (Ha) |
| --- | --- |
| 1 | -1730.8002 |
| 2 | -1201.1011 |
| 3 | -1799.4854 |
| 4 | -1943.6483 |